No. 1
{
  "formula": "C2N2OS2",
  "method": "ωB97M-V with the def2-TZVPD basis set",
  "symbols": ["S", "N", "C", "O", "S", "N", "C"],
  "positions_angstrom": [[2.595, 0.638, 2.471], [-2.358, 0.867, -1.054], [1.626, -0.025, 1.489], [0.986, -0.445, 0.624], [0.261, -1.449, -1.914], [-0.170, -0.169, -1.162], [-1.331, 0.288, -1.074]],
  "multiplicity": 1,
  "lumo_ha": [-0.0938, -0.0930],
  "homo_lumo_gap_ev": [6.9, 6.9]
}

No. 2
{
  "formula": "C6H7NO3",
  "method": "ωB97M-V with the def2-TZVPD basis set",
  "symbols": ["O", "H", "C", "C", "N", "C", "C", "H", "H", "H", "O", "H", "H", "C", "O", "C", "H"],
  "positions_angstrom": [[2.991, 1.258, 0.853], [-1.709, 0.862, 0.141], [1.472, 0.665, -0.773], [0.588, -1.471, 0.572], [2.356, 0.452, 0.182], [1.672, -1.492, -0.495], [0.336, 1.590, -0.349], [1.813, -2.523, -0.823], [0.532, 2.005, 0.550], [-1.035, -0.015, -1.142], [2.784, -0.900, 0.169], [0.794, -2.206, 1.356], [-0.009, 2.293, -1.130], [-0.812, 0.554, -0.263], [1.320, -0.479, -1.473], [-0.438, -0.620, 0.720], [-1.062, -0.473, 1.680]],
  "multiplicity": 1,
  "lumo_ha": [0.0222, 0.0222],
  "homo_lumo_gap_ev": [9.0, 9.0]
}

No. 3
{
  "formula": "C31H56N7O",
  "method": "ωB97M-V with the def2-TZVPD basis set",
  "symbols": ["C", "H", "H", "C", "H", "H", "H", "N", "C", "H", "H", "C", "N", "H", "H", "C", "H", "C", "H", "N", "H", "H", "H", "C", "C", "C", "H", "H", "C", "H", "H", "H", "H", "H", "H", "H", "C", "H", "C", "H", "H", "C", "C", "C", "N", "C", "C", "H", "H", "H", "H", "C", "N", "C", "H", "H", "C", "H", "H", "C", "H", "C", "H", "C", "C", "H", "C", "H", "C", "O", "C", "H", "H", "H", "C", "H", "H", "N", "H", "C", "H", "N", "H", "H", "H", "H", "H", "H", "H", "H", "H", "C", "C", "H", "H"],
  "positions_angstrom": [[3.699, -1.582, -1.875], [-4.002, -2.716, 3.173], [-4.893, 3.953, -3.966], [-3.372, 0.290, 1.824], [-3.105, 5.029, -2.701], [-1.982, 3.737, -0.839], [-0.419, -6.886, -3.462], [-0.020, 3.499, -3.157], [4.558, -0.566, 0.240], [-5.046, -1.226, -3.020], [-1.298, 1.207, 0.073], [1.977, 0.266, 3.908], [-0.108, -2.182, -3.901], [0.142, -3.777, -1.240], [4.166, 2.318, 0.217], [0.859, -5.331, -2.652], [4.617, 4.713, -0.613], [-3.418, 4.018, -2.411], [5.370, 0.413, -1.521], [0.325, -1.357, 6.935], [1.381, -5.963, -1.934], [0.169, -1.069, 1.562], [6.519, -0.685, -0.787], [-4.336, -1.912, -2.555], [-3.772, -2.948, -3.536], [-0.522, -5.905, -2.989], [-3.448, 3.122, -4.407], [4.164, 5.890, 1.551], [4.038, 4.809, 1.461], [-3.185, -2.423, -4.293], [-3.614, -0.556, -1.058], [-0.251, 1.420, 1.539], [2.810, 0.553, 3.269], [2.599, 1.253, 5.762], [0.902, -1.836, 0.105], [-4.843, -2.439, -1.744], [-0.284, 1.397, 0.441], [-2.009, -1.222, 2.293], [0.359, -0.337, 6.411], [-5.053, -1.366, 2.947], [3.236, 4.581, 2.168], [3.987, -1.805, -0.453], [0.435, 0.962, 5.760], [1.768, 1.246, 5.053], [3.025, 2.346, -2.705], [-3.218, -1.043, -1.951], [5.723, 0.031, -0.561], [3.029, -2.016, 0.028], [1.388, -5.385, -3.605], [4.937, 4.299, 1.808], [1.629, 0.409, 0.401], [0.261, -2.943, -3.129], [3.459, -1.380, -2.981], [3.747, 4.464, -0.003], [-2.629, -1.252, 4.771], [-0.723, -1.435, 0.012], [-2.495, -0.390, 2.798], [-4.552, -3.529, -4.024], [-1.174, -5.995, -2.120], [0.750, -3.915, -2.137], [1.726, -3.509, -1.842], [-4.406, -1.845, 3.690], [-4.591, 2.392, -3.207], [-1.007, 3.407, -2.578], [-2.247, 3.279, -1.797], [2.523, 2.720, 0.394], [0.214, -1.063, 0.465], [4.906, -0.795, 1.247], [-2.627, -0.120, -2.893], [0.822, 0.306, -1.436], [-4.110, 3.302, -3.561], [-4.152, 4.290, -1.644], [-1.765, 0.357, 3.106], [-5.000, -2.100, 4.562], [0.625, 0.295, -0.099], [-3.780, 0.032, 4.498], [2.141, -0.750, 4.268], [-2.039, 0.554, -3.610], [3.764, 0.182, 0.270], [3.203, 2.612, -1.605], [-3.082, -3.575, -2.970], [-4.082, 0.862, 1.127], [-2.379, -1.654, -1.594], [-0.985, -5.305, -3.775], [-0.332, 1.019, 4.981], [-2.427, 2.216, -1.654], [4.646, -2.668, -0.349], [6.229, 0.873, -0.079], [1.081, 0.300, 3.284], [0.089, 1.676, 6.514], [1.751, 2.262, 4.652], [3.405, 2.987, -0.194], [-3.308, -0.831, 4.025], [2.934, 5.092, -0.369], [0.007, 2.351, -0.004]],
  "multiplicity": 1,
  "total_charge": -1,
  "lumo_ha": 0.0802,
  "homo_lumo_gap_ev": 5.2
}

No. 4
{
  "formula": "C4H9NO2",
  "method": "ωB97M-V with the def2-TZVPD basis set",
  "symbols": ["H", "H", "H", "C", "H", "N", "H", "H", "O", "H", "H", "C", "O", "C", "H", "C"],
  "positions_angstrom": [[0.174, 1.062, 1.418], [-0.005, -1.468, -0.237], [-1.836, 1.149, -2.232], [1.829, -0.255, -0.039], [2.296, -1.219, 0.195], [-0.283, 0.409, -1.113], [0.334, 0.742, -1.841], [0.577, -0.504, 2.062], [-2.506, 0.110, -0.633], [-1.996, -0.298, 1.004], [2.040, 0.500, 0.735], [0.309, -0.430, -0.061], [-1.385, -0.391, 1.760], [-0.109, -0.019, 1.357], [2.272, 0.120, -0.965], [-1.606, 0.554, -1.332]],
  "multiplicity": 1,
  "lumo_ha": 0.0267,
  "homo_lumo_gap_ev": 10.6
}

No. 5
{
  "formula": "C55H89F15O27",
  "method": "ωB97M-V with the def2-TZVPD basis set",
  "symbols": ["F", "O", "H", "O", "F", "F", "H", "C", "H", "H", "C", "C", "O", "F", "O", "H", "C", "H", "C", "O", "O", "H", "H", "F", "H", "O", "C", "H", "C", "H", "C", "F", "C", "C", "O", "C", "H", "H", "H", "C", "H", "H", "H", "F", "C", "C", "O", "H", "C", "H", "H", "H", "C", "H", "H", "O", "H", "H", "H", "H", "H", "C", "H", "C", "H", "H", "C", "F", "C", "H", "C", "F", "C", "H", "O", "H", "C", "H", "H", "C", "H", "H", "H", "H", "H", "O", "C", "C", "H", "H", "C", "H", "C", "H", "H", "O", "H", "C", "C", "O", "H", "C", "H", "C", "H", "C", "F", "F", "C", "H", "C", "H", "C", "H", "H", "H", "F", "O", "C", "O", "O", "O", "H", "H", "C", "H", "C", "C", "C", "O", "H", "H", "O", "O", "H", "C", "H", "H", "H", "H", "F", "C", "C", "H", "H", "H", "C", "C", "O", "H", "C", "C", "C", "H", "H", "H", "O", "H", "O", "C", "H", "H", "F", "C", "H", "C", "C", "H", "H", "C", "H", "H", "H", "H", "C", "H", "H", "O", "F", "H", "O", "H", "H", "O", "H", "H"],
  "positions_angstrom": [[4.691, 1.214, 32.803], [3.065, 2.063, 28.456], [5.760, 2.113, 23.562], [1.611, 11.294, 26.992], [9.790, 2.775, 26.266], [4.697, 6.466, 26.509], [4.824, 12.338, 23.024], [5.357, 8.504, 31.341], [3.088, 12.324, 23.511], [10.196, 1.061, 22.521], [8.866, 3.661, 30.600], [3.800, -0.515, 26.716], [1.006, 6.526, 25.447], [4.824, 12.376, 29.186], [12.416, 6.934, 29.763], [-0.224, 6.973, 28.767], [3.277, 3.203, 30.594], [6.233, -0.420, 24.254], [9.589, 2.731, 21.182], [9.149, 0.229, 25.635], [9.215, -1.697, 26.836], [3.722, -0.632, 25.634], [5.969, 7.834, 28.641], [13.630, 4.330, 29.608], [4.831, 2.717, 22.150], [3.382, 0.354, 23.718], [5.570, 7.495, 21.749], [5.196, 4.635, 34.698], [4.517, 13.202, 26.906], [4.273, -0.893, 21.666], [8.746, -0.969, 26.004], [6.557, 0.959, 31.752], [2.723, 11.747, 27.057], [5.361, 5.098, 33.710], [2.854, 5.959, 28.977], [4.486, 5.040, 26.646], [9.938, 6.090, 28.409], [8.573, 9.170, 25.002], [4.077, 2.784, 23.774], [9.370, 2.666, 31.628], [-1.033, 3.408, 25.238], [11.669, 8.642, 29.077], [9.177, 2.935, 32.660], [7.863, -0.767, 23.160], [6.529, 2.371, 33.629], [7.270, -0.380, 24.365], [9.699, 3.641, 29.403], [0.621, 4.167, 25.709], [2.624, 2.286, 29.563], [6.940, 5.211, 32.232], [0.386, 7.446, 22.576], [2.616, 3.933, 31.100], [8.047, 0.835, 24.874], [0.221, 5.759, 22.570], [1.342, 8.680, 27.688], [6.475, 4.081, 27.344], [1.655, 0.580, 30.730], [5.387, 5.205, 28.584], [3.429, 4.865, 26.516], [7.663, 1.862, 21.603], [5.330, 6.170, 33.876], [0.557, 6.222, 28.446], [3.134, 8.308, 27.465], [12.095, 5.898, 30.515], [4.081, 3.801, 30.219], [6.534, -0.923, 27.768], [1.341, 1.457, 30.091], [-0.336, 3.053, 21.163], [10.559, 6.990, 28.119], [4.549, 3.642, 28.187], [6.382, 3.983, 25.973], [1.678, 2.769, 21.727], [9.569, 2.603, 28.600], [6.970, 9.530, 25.738], [0.641, 3.175, 24.059], [9.224, 12.749, 25.774], [4.772, 2.194, 23.136], [2.509, 10.025, 25.132], [0.903, 1.044, 29.176], [4.260, 10.636, 24.051], [10.561, 7.730, 30.112], [7.601, 3.438, 20.812], [6.595, 0.730, 28.401], [3.735, 8.802, 24.903], [8.538, 1.301, 24.042], [7.573, -1.377, 25.355], [3.914, 11.729, 23.089], [4.196, 0.803, 22.963], [0.591, 2.061, 30.654], [3.635, 11.383, 22.089], [5.923, -0.122, 28.176], [7.623, 7.396, 28.844], [5.608, 5.979, 21.898], [6.602, 9.227, 22.656], [7.889, 3.431, 30.183], [7.183, 3.580, 25.207], [2.721, 9.142, 23.525], [13.446, 5.064, 30.675], [-1.151, 7.201, 24.623], [7.182, 7.106, 31.323], [8.824, 4.708, 30.849], [1.972, 6.702, 28.560], [3.607, 2.597, 31.437], [0.726, 6.547, 23.095], [9.837, 7.739, 27.757], [2.221, 8.164, 28.120], [0.438, 1.046, 21.312], [11.439, 1.748, 27.214], [6.870, 8.070, 29.245], [7.176, 9.082, 29.040], [4.717, 0.079, 21.699], [5.528, -0.574, 29.091], [10.185, 1.387, 21.451], [5.080, 13.130, 25.950], [7.544, 8.491, 21.296], [4.623, 5.571, 21.705], [14.482, 5.791, 30.971], [10.296, 3.607, 20.718], [9.257, 11.731, 25.410], [4.612, 8.067, 21.320], [8.505, 11.151, 27.594], [3.116, 12.912, 26.554], [5.852, 9.068, 32.177], [0.476, 5.260, 28.936], [6.493, 7.791, 30.646], [4.899, 7.715, 31.906], [0.459, 2.029, 26.200], [0.038, 2.254, 23.340], [8.068, 9.527, 25.887], [8.788, 1.736, 28.595], [4.746, 9.186, 30.817], [8.881, 11.701, 24.421], [3.760, 11.080, 27.675], [6.503, 3.297, 32.657], [11.233, 6.636, 27.335], [6.842, 8.265, 22.136], [4.505, 4.929, 33.071], [-1.782, 6.331, 24.477], [11.175, 1.321, 21.067], [-1.489, 7.989, 23.952], [11.265, 3.865, 27.496], [8.103, 2.861, 21.560], [6.679, 4.665, 33.124], [2.906, 0.015, 27.168], [6.313, 5.569, 21.216], [5.787, 0.150, 21.715], [3.200, 9.582, 24.433], [0.269, 6.693, 24.463], [5.229, 10.692, 24.764], [8.185, 8.774, 26.673], [10.554, 2.741, 27.365], [6.036, 1.083, 32.953], [4.907, 11.985, 27.842], [0.716, 2.326, 27.205], [0.315, 6.065, 27.389], [1.798, 6.382, 22.945], [-0.922, 1.585, 23.719], [9.524, 0.698, 20.916], [5.192, 4.435, 25.554], [0.514, 2.233, 21.896], [7.987, 3.361, 22.522], [4.575, 14.208, 27.293], [6.235, -0.057, 33.673], [0.064, 3.267, 25.388], [7.588, 1.555, 25.491], [11.266, 7.689, 29.271], [8.486, 10.861, 26.406], [5.852, 11.413, 27.702], [4.431, 0.666, 20.782], [5.203, 4.471, 27.885], [10.335, 11.463, 25.476], [10.475, 2.537, 31.586], [7.522, 7.729, 22.825], [5.986, 5.813, 22.907], [4.951, 0.333, 27.128], [3.757, -1.486, 27.180], [2.323, 8.764, 29.039], [5.176, 1.404, 26.537], [13.328, 4.271, 31.741], [1.443, 1.672, 25.857], [6.841, 2.519, 34.746], [-0.205, 1.189, 26.111], [8.957, 1.665, 31.504], [11.038, 5.667, 31.014], [-1.250, 7.570, 25.647], [7.547, 4.611, 33.798]],
  "multiplicity": 1,
  "lumo_ha": 0.0077,
  "homo_lumo_gap_ev": 9.8
}

No. 6
{
  "formula": "C7H8N2O3",
  "method": "ωB97M-V with the def2-TZVPD basis set",
  "symbols": ["C", "H", "H", "H", "C", "C", "O", "H", "O", "O", "C", "H", "C", "H", "N", "H", "N", "C", "C", "H"],
  "positions_angstrom": [[1.000, 1.115, -1.349], [1.873, 2.911, -3.138], [-1.802, -0.447, 3.727], [-2.679, -2.004, 3.934], [0.208, 0.130, -0.606], [-1.853, -1.532, 3.471], [1.056, 1.114, -2.734], [1.898, 1.714, -4.461], [1.492, 2.071, -0.744], [-2.044, -1.799, 1.977], [2.078, 1.884, -3.418], [-0.960, -2.044, 3.682], [-1.122, -1.603, -0.242], [3.212, 1.549, -3.077], [-0.331, -0.265, 1.724], [-1.937, -2.285, -0.659], [-0.321, -0.977, -1.070], [0.330, 0.423, 0.780], [-1.096, -1.208, 1.244], [0.997, 1.255, 0.960]],
  "multiplicity": 1,
  "lumo_ha": 0.0087,
  "homo_lumo_gap_ev": 9.2
}

DFT total energy / eV: -28768.8106; -13962.0005; -45531.2991; -9879.0387; -154523.2715; -16509.2634